The following is a DFT calculation (wB97M-V/def2-TZVPD) of 3 unconnected molecules or ions with the total composition C3H10NO2 in a non-equilibrium geometry.

ΔE to the lowest compared entry with this formula, charge and spin: 3.331 eV
HOMO level: -0.5289 hartree
charge: +1
maximum force: 7.17 eV/Å
Kohn-Sham gap: 9.6 eV

Last column: Mulliken charge in e.
Element x y z (Å)
O: -3.349 -0.204 -1.018  -0.622
O: 1.235 0.398 -2.121  -0.605
N: 1.191 -0.386 0.693  -0.081
C: 2.206 0.263 0.175  -0.126
C: -0.530 -0.273 2.363  -0.667
C: 0.047 0.208 1.280  0.055
H: 1.680 1.038 -2.738  0.331
H: -0.242 -1.199 2.932  0.265
H: 0.403 0.297 -2.626  0.317
H: -1.515 0.153 2.690  0.241
H: -4.215 -0.064 -0.916  0.289
H: 1.239 -1.476 0.640  0.350
H: 2.275 1.435 -0.016  0.294
H: -0.240 1.069 0.614  0.329
H: 3.206 -0.353 -0.134  0.290
H: -3.391 -0.905 -1.817  0.339


The following is a DFT calculation (wB97M-V/def2-TZVPD) of 2 unconnected molecules or ions with the total composition C3H10NO2 in a non-equilibrium geometry.

ΔE to the lowest compared entry with this formula, charge and spin: 2.449 eV
HOMO level: -0.5388 hartree
charge: +1
maximum force: 5.67 eV/Å
Kohn-Sham gap: 10.6 eV

Last column: Mulliken charge in e.
Element x y z (Å)
O: 1.305 2.721 -0.394  -0.717
O: -2.908 -0.761 -0.255  -0.449
N: -0.259 0.397 -0.876  -0.350
C: 0.703 -1.485 0.742  -1.215
C: -0.464 -0.519 0.312  0.215
C: -1.852 -1.270 0.229  0.079
H: 0.366 -0.100 -1.672  0.466
H: 2.068 2.787 0.195  0.336
H: 0.684 3.487 -0.233  0.358
H: 1.633 -0.804 0.644  0.342
H: 0.660 -2.017 1.767  0.385
H: 0.371 1.299 -0.803  0.303
H: -1.104 0.500 -1.446  0.395
H: -0.372 0.197 1.161  0.235
H: -1.782 -2.256 0.840  0.299
H: 0.953 -2.175 -0.209  0.319


The following is a DFT calculation (wB97M-V/def2-TZVPD) of 2 unconnected molecules or ions with the total composition C3H10NO2S2 in a non-equilibrium geometry.

ΔE to the lowest compared entry with this formula, charge and spin: 0.902 eV
HOMO level: -0.0934 hartree
charge: -1
maximum force: 3.33 eV/Å
Kohn-Sham gap: 6.1 eV

Last column: Mulliken charge in e.
Element x y z (Å)
S: 0.593 1.337 -2.763  -0.666
S: 2.033 0.246 -1.832  -0.149
O: -1.127 2.667 0.151  -0.695
O: -1.994 -0.262 0.556  -0.564
N: 0.512 -1.113 1.787  -0.657
C: 1.494 -0.845 -0.525  -0.977
C: -0.874 -0.734 -0.267  -0.444
C: 0.379 -0.447 0.479  0.447
H: 0.557 0.645 0.727  0.183
H: 2.434 -1.048 -0.026  0.328
H: -1.535 2.665 -0.746  0.331
H: 1.134 -1.802 -0.835  0.273
H: -0.953 -0.122 -1.244  0.149
H: 0.286 -0.531 2.529  0.239
H: -0.035 -1.973 1.804  0.233
H: -0.131 2.565 -0.185  0.316
H: -1.821 0.602 0.891  0.315
H: -0.953 -1.848 -0.503  0.335


The following is a DFT calculation (wB97M-V/def2-TZVPD) of 2 unconnected molecules or ions with the total composition C3H10NO3 in a non-equilibrium geometry.

ΔE to the lowest compared entry with this formula, charge and spin: 0.561 eV
HOMO level: -0.1051 hartree
charge: -1
maximum force: 1.22 eV/Å
Kohn-Sham gap: 6.7 eV

Last column: Mulliken charge in e.
Element x y z (Å)
O: -0.540 -0.424 -2.748  -0.531
O: 1.345 -1.206 2.832  -0.730
O: -0.159 2.321 0.289  -0.837
N: -0.511 -1.381 0.260  -0.728
C: -0.578 -0.006 -0.293  0.168
C: 0.167 0.140 -1.585  -0.433
C: -0.018 1.073 0.714  -0.379
H: 0.296 1.199 -1.773  0.295
H: -0.520 0.795 1.695  0.119
H: -1.622 0.255 -0.432  0.403
H: 1.742 -0.331 2.709  0.337
H: 1.063 0.745 0.879  -0.080
H: 1.118 -0.391 -1.557  0.215
H: 0.424 -1.101 2.548  0.350
H: -0.643 -2.050 -0.497  0.257
H: -1.436 -0.632 -2.473  0.311
H: 0.435 -1.535 0.600  0.265